1.
Below is a cluster of 2 separate species, C5H8ClI in total in a non-equilibrium geometry, with properties calculated with wB97M-V/def2-TZVPD.

Computed properties:
HOMO level (spin up / spin down) = -0.35635 / -0.30445 hartree
total energy = -25933.7741 eV
E_LUMO (spin up / spin down) = -0.637 / -2.812 eV
spin multiplicity = 1
gap between HOMO and LUMO (spin up / spin down) = 9.06 / 5.47 eV
ΔE to the lowest compared entry with this formula, charge and spin = 66.12 kcal/mol

Structure (XYZ):
```
15
Properties=species:S:1:pos:R:3:mulliken_charge:R:1
C -0.178 0.349 1.460 -0.7132
C 0.142 0.044 -0.002 1.2956
C -1.050 0.802 0.300 -0.3088
C -0.021 -1.398 -0.536 -1.2583
C 1.406 0.748 -0.574 -1.2729
Cl -1.785 2.242 -0.111 -0.1054
I -4.098 -0.905 -0.497 -0.0496
H -0.343 -0.445 2.174 0.2912
H 0.574 1.212 1.825 0.2297
H -1.008 -1.706 -0.673 0.2529
H 0.592 -2.096 0.084 0.3021
H 0.449 -1.367 -1.472 0.3916
H 1.664 1.805 -0.147 0.3174
H 1.341 0.601 -1.684 0.3500
H 2.316 0.116 -0.147 0.2777
```

***

2.
Below is an isolated molecule of C3H8N2 in a non-equilibrium geometry, with properties calculated with wB97M-V/def2-TZVPD.

Computed properties:
HOMO level = -0.31718 hartree
total energy = -6220.3014 eV
E_LUMO = 1.121 eV
spin multiplicity = 1
gap between HOMO and LUMO = 9.75 eV
ΔE to the lowest compared entry with this formula, charge and spin = 35.64 kcal/mol
SMILES = [H]/N=C/NCC

Structure (XYZ):
```
13
Properties=species:S:1:pos:R:3:mulliken_charge:R:1
C 0.785 -1.781 0.137 -1.1584
C 0.835 -0.275 0.230 -0.2998
N -0.489 0.234 -0.183 -0.2728
C -0.735 1.556 -0.360 0.0651
N -1.956 1.913 -0.379 -0.6735
H 1.566 -2.188 0.808 0.3385
H 0.865 -2.221 -0.857 0.3060
H -0.078 -2.169 0.677 0.3457
H 1.116 -0.028 1.261 0.2424
H 1.579 0.247 -0.377 0.2910
H -1.275 -0.366 0.010 0.2984
H 0.106 2.241 -0.466 0.3044
H -2.318 2.839 -0.504 0.2131
```

***

3.
Below is a cluster of 2 separate species, C6H13NO4S in total in a non-equilibrium geometry, with properties calculated with wB97M-V/def2-TZVPD.

Computed properties:
HOMO level = -0.35479 hartree
total energy = -26944.4446 eV
E_LUMO = 0.299 eV
spin multiplicity = 1
gap between HOMO and LUMO = 9.95 eV
ΔE to the lowest compared entry with this formula, charge and spin = 74.60 kcal/mol
SMILES = CS(=O)(=O)N=C=O.CC(C)(C)O

Structure (XYZ):
```
25
Properties=species:S:1:pos:R:3:mulliken_charge:R:1
C -2.356 -1.664 -0.586 0.9543
C 2.454 -1.575 0.268 -1.5108
C 1.579 -0.118 -1.651 -1.9841
C 1.534 1.018 0.503 -1.2716
C -4.273 0.697 0.054 -0.9706
C 1.504 -0.488 -0.177 1.3821
N -2.346 -0.798 0.308 -0.5413
O -2.486 -2.502 -1.423 -0.4820
O -2.458 1.189 1.942 -0.5925
O -1.741 1.588 -0.358 -0.5774
O 0.094 -0.908 0.006 -0.5829
S -2.625 0.882 0.557 1.2236
H -0.501 -0.576 -0.954 0.3144
H 3.496 -1.518 -0.064 0.3525
H 2.511 -1.833 1.239 0.4175
H 2.055 -2.347 -0.457 0.3367
H 2.567 0.090 -1.792 0.5709
H 0.958 0.774 -1.931 0.3544
H 1.241 -0.923 -2.291 0.5077
H 1.631 0.876 1.581 0.3750
H 2.534 1.607 0.197 0.2991
H 0.721 1.620 0.278 0.3271
H -4.994 1.447 0.252 0.3793
H -4.245 0.598 -1.008 0.3592
H -4.576 -0.300 0.455 0.3593
```

***

4.
Below is a cluster of 26 separate species, C10H72IO26PS in total in a non-equilibrium geometry, with properties calculated with wB97M-V/def2-TZVPD.

Computed properties:
HOMO level = -0.30812 hartree
total energy = -92996.5699 eV
E_LUMO = -0.238 eV
spin multiplicity = 1
gap between HOMO and LUMO = 8.15 eV
ΔE to the lowest compared entry with this formula, charge and spin = 15.43 kcal/mol

Structure (XYZ):
```
111
Properties=species:S:1:pos:R:3:mulliken_charge:R:1
C 1.679 -3.153 -0.590 -1.6584
C 0.651 -2.010 -0.609 1.8126
C 0.026 -1.759 -2.009 -0.9690
C 0.376 -0.371 -2.533 0.3789
C -0.540 0.764 -2.040 -1.0932
P 0.012 1.605 -0.497 1.4620
C 1.634 2.281 -1.348 -1.4461
S 3.036 1.953 -0.244 -0.1780
C 4.484 1.398 -1.203 -0.3499
C 4.685 -0.099 -1.084 -0.8631
C -1.611 1.130 0.531 -0.6161
C -1.552 -0.112 1.312 0.1743
O -2.297 -0.993 1.188 -0.7127
I -0.104 -0.390 2.857 0.0259
H 1.204 -4.067 -0.257 0.3778
H 2.082 -3.315 -1.586 0.4094
H 2.496 -2.889 0.067 0.3014
H -0.150 -2.227 0.082 -0.5888
H 1.163 -1.101 -0.307 -0.5351
H -1.035 -1.984 -2.055 0.4590
H 0.512 -2.463 -2.680 0.3888
H 0.270 -0.402 -3.610 0.1180
H 1.431 -0.197 -2.348 -0.2778
H -0.534 1.533 -2.812 0.6058
H -1.542 0.361 -1.966 0.4368
H 0.833 0.992 0.488 -0.4157
H -0.387 2.942 -0.326 -0.2192
H 1.783 1.919 -2.361 0.4636
H 1.536 3.358 -1.420 0.7596
H 4.368 1.704 -2.233 0.1148
H 5.355 1.879 -0.790 0.4173
H 5.644 -0.379 -1.488 0.4121
H 3.894 -0.673 -1.546 0.1251
H 4.714 -0.357 -0.032 0.1556
H -1.741 1.935 1.251 -0.0348
H -2.514 1.118 -0.061 0.5311
O 7.594 0.762 -2.370 -0.5999
H 8.443 0.905 -1.935 0.2987
H 7.801 0.177 -3.107 0.2989
O -2.257 -3.626 0.181 -0.4756
H -2.899 -4.253 0.541 0.2814
H -2.484 -2.807 0.641 0.1999
O 1.489 -0.989 -5.585 -0.6247
H 1.101 -1.191 -6.446 0.3147
H 1.976 -1.787 -5.349 0.3124
O -0.208 4.377 1.464 -0.3511
H -0.270 5.287 1.143 0.2290
H 0.391 4.440 2.221 0.2221
O -1.766 3.348 -3.630 -0.7087
H -2.475 3.155 -3.002 0.3481
H -2.233 3.530 -4.457 0.3135
O -4.347 -4.451 2.036 -0.5226
H -4.991 -5.064 2.409 0.2604
H -4.539 -3.608 2.479 0.2725
O -1.747 6.596 1.685 -0.6094
H -2.381 5.872 1.767 0.3333
H -2.108 7.304 2.228 0.2787
O -3.303 -1.557 4.428 -0.5343
H -3.060 -1.482 3.497 0.2002
H -3.317 -2.518 4.593 0.4293
O -2.887 -3.962 4.757 -0.6354
H -2.903 -4.086 3.798 0.2810
H -2.910 -4.858 5.115 0.3375
O -5.232 0.297 6.235 -0.6639
H -4.438 0.471 6.752 0.3055
H -4.934 -0.313 5.550 0.3167
O -3.884 -1.565 -1.322 -0.5992
H -4.040 -0.701 -1.721 0.3149
H -3.202 -1.411 -0.653 0.2240
O 0.540 4.197 4.600 -0.6246
H -0.105 3.485 4.691 0.2913
H 0.181 4.911 5.139 0.3203
O -1.499 1.075 -5.563 -0.6239
H -0.989 1.744 -6.035 0.3279
H -1.617 1.448 -4.679 0.3051
O 3.884 0.509 -6.682 -0.6475
H 4.285 -0.357 -6.805 0.2904
H 3.089 0.333 -6.160 0.3767
O -2.205 6.120 -2.285 -0.6113
H -1.406 6.280 -1.771 0.3069
H -1.925 5.532 -2.997 0.3230
O -0.956 -4.987 6.425 -0.6108
H -1.058 -4.171 5.919 0.3196
H -0.194 -4.833 6.993 0.2898
O -2.942 4.012 2.963 -0.6366
H -2.013 3.892 2.712 0.2878
H -3.154 3.259 3.525 0.2966
O -1.565 -1.896 -5.616 -0.6726
H -1.618 -0.976 -5.906 0.3280
H -0.980 -1.865 -4.851 0.3501
O -1.308 -5.785 2.450 -0.6061
H -1.691 -5.192 1.793 0.3141
H -1.911 -6.537 2.464 0.3229
O 3.787 4.344 -3.587 -0.6881
H 4.694 4.216 -3.889 0.3074
H 3.622 3.593 -3.007 0.3736
O 2.872 5.604 1.119 -0.6145
H 3.032 5.689 0.172 0.3131
H 2.847 4.651 1.265 0.3157
O 3.631 -2.159 2.197 -0.6047
H 2.755 -1.758 2.229 0.2362
H 4.231 -1.434 2.413 0.3081
O -2.152 -6.743 -0.564 -0.5962
H -1.973 -7.025 -1.467 0.2972
H -2.385 -5.811 -0.653 0.3367
O 6.201 -0.274 3.197 -0.6408
H 7.127 -0.378 2.952 0.3105
H 6.033 -1.007 3.801 0.3193
O -5.387 -2.288 3.737 -0.6100
H -4.931 -1.485 4.024 0.3429
H -6.315 -2.129 3.946 0.2564
```

***

5.
Below is an isolated molecule of C3H4NP in a non-equilibrium geometry, with properties calculated with wB97M-V/def2-TZVPD.

Computed properties:
HOMO level (spin up / spin down) = -0.30137 / -0.27437 hartree
total energy = -13950.1483 eV
E_LUMO (spin up / spin down) = -1.362 / -0.989 eV
spin multiplicity = 1
gap between HOMO and LUMO (spin up / spin down) = 6.84 / 6.48 eV
ΔE to the lowest compared entry with this formula, charge and spin = 73.67 kcal/mol

Structure (XYZ):
```
9
Properties=species:S:1:pos:R:3:mulliken_charge:R:1
C 0.233 -0.869 -0.138 -0.2679
C 1.572 -0.824 -0.289 -0.2765
C -0.781 1.333 -0.184 -0.2894
N -0.685 0.097 -0.327 -0.3386
P 2.670 0.466 0.019 -0.0543
H -0.163 -1.791 -0.301 0.3743
H 1.943 -1.809 -0.347 0.3155
H -0.167 2.002 0.323 0.2860
H -1.434 1.786 -0.842 0.2509
```

***

6.
Below is an isolated molecule of C16H15F3N4O4, with properties calculated with wB97M-V/def2-TZVPD.

Computed properties:
HOMO level = -0.33345 hartree
total energy = -39139.7586 eV
E_LUMO = 0.278 eV
spin multiplicity = 1
gap between HOMO and LUMO = 9.35 eV
ΔE to the lowest compared entry with this formula, charge and spin = 5.89 kcal/mol
SMILES = CCOC(=O)[C@](NC(=O)Nc1ncccn1)(Oc1ccccc1)C(F)(F)F

Structure (XYZ):
```
42
Properties=species:S:1:pos:R:3:mulliken_charge:R:1
C 4.333 0.562 1.485 -1.1045
C 3.631 -0.665 0.926 -0.3247
H 3.566 -1.462 1.668 0.3345
H 4.127 -1.028 0.021 0.3342
O 2.266 -0.348 0.613 -0.2030
C 2.037 0.251 -0.532 -0.1735
O 2.813 0.421 -1.428 -0.6100
C 0.562 0.759 -0.628 1.2103
N -0.256 0.384 0.493 -0.2720
C -0.077 0.821 1.765 0.4531
O 0.847 1.477 2.173 -0.6351
N -1.087 0.410 2.641 -0.0179
C -2.242 -0.276 2.413 0.2988
N -2.525 -0.720 1.186 -0.4103
C -3.661 -1.380 1.025 -0.1652
C -4.533 -1.614 2.074 -0.7632
C -4.143 -1.113 3.312 -0.0540
N -3.016 -0.453 3.485 -0.6849
H -4.751 -1.242 4.198 0.4125
H -5.455 -2.152 1.940 0.3770
H -3.857 -1.724 0.018 0.4667
H -0.962 0.721 3.597 0.2877
H -1.152 -0.087 0.307 0.9502
O -0.041 0.363 -1.816 -0.5953
C 0.006 -0.969 -2.193 0.8702
C 0.281 -2.023 -1.336 -0.1892
C 0.274 -3.318 -1.831 -1.0081
C -0.014 -3.566 -3.160 -0.5224
C -0.299 -2.508 -4.008 -0.4635
C -0.288 -1.212 -3.531 -0.6542
H -0.497 -0.371 -4.171 0.4558
H -0.523 -2.691 -5.048 0.4104
H -0.017 -4.579 -3.535 0.4039
H 0.493 -4.137 -1.162 0.3949
H 0.494 -1.854 -0.292 0.4083
C 0.662 2.317 -0.743 0.5812
F 1.695 2.826 -0.075 -0.2230
F -0.444 2.905 -0.274 -0.2971
F 0.797 2.704 -2.010 -0.2702
H 5.315 0.287 1.857 0.4330
H 3.739 0.983 2.293 0.2617
H 4.441 1.316 0.710 0.2969
```

***

Copy entry 6 word for word.
Below is an isolated molecule of C16H15F3N4O4, with properties calculated with wB97M-V/def2-TZVPD.

Computed properties:
HOMO level = -0.33345 hartree
total energy = -39139.7586 eV
E_LUMO = 0.278 eV
spin multiplicity = 1
gap between HOMO and LUMO = 9.35 eV
ΔE to the lowest compared entry with this formula, charge and spin = 5.89 kcal/mol
SMILES = CCOC(=O)[C@](NC(=O)Nc1ncccn1)(Oc1ccccc1)C(F)(F)F

Structure (XYZ):
```
42
Properties=species:S:1:pos:R:3:mulliken_charge:R:1
C 4.333 0.562 1.485 -1.1045
C 3.631 -0.665 0.926 -0.3247
H 3.566 -1.462 1.668 0.3345
H 4.127 -1.028 0.021 0.3342
O 2.266 -0.348 0.613 -0.2030
C 2.037 0.251 -0.532 -0.1735
O 2.813 0.421 -1.428 -0.6100
C 0.562 0.759 -0.628 1.2103
N -0.256 0.384 0.493 -0.2720
C -0.077 0.821 1.765 0.4531
O 0.847 1.477 2.173 -0.6351
N -1.087 0.410 2.641 -0.0179
C -2.242 -0.276 2.413 0.2988
N -2.525 -0.720 1.186 -0.4103
C -3.661 -1.380 1.025 -0.1652
C -4.533 -1.614 2.074 -0.7632
C -4.143 -1.113 3.312 -0.0540
N -3.016 -0.453 3.485 -0.6849
H -4.751 -1.242 4.198 0.4125
H -5.455 -2.152 1.940 0.3770
H -3.857 -1.724 0.018 0.4667
H -0.962 0.721 3.597 0.2877
H -1.152 -0.087 0.307 0.9502
O -0.041 0.363 -1.816 -0.5953
C 0.006 -0.969 -2.193 0.8702
C 0.281 -2.023 -1.336 -0.1892
C 0.274 -3.318 -1.831 -1.0081
C -0.014 -3.566 -3.160 -0.5224
C -0.299 -2.508 -4.008 -0.4635
C -0.288 -1.212 -3.531 -0.6542
H -0.497 -0.371 -4.171 0.4558
H -0.523 -2.691 -5.048 0.4104
H -0.017 -4.579 -3.535 0.4039
H 0.493 -4.137 -1.162 0.3949
H 0.494 -1.854 -0.292 0.4083
C 0.662 2.317 -0.743 0.5812
F 1.695 2.826 -0.075 -0.2230
F -0.444 2.905 -0.274 -0.2971
F 0.797 2.704 -2.010 -0.2702
H 5.315 0.287 1.857 0.4330
H 3.739 0.983 2.293 0.2617
H 4.441 1.316 0.710 0.2969
```

***

Number 4 is which compound?
C10H72IO26PS

***

Which value of ΔE to the lowest compared entry with this formula, charge and spin does entry 6 give?
5.89 kcal/mol